Density functional theory data (wB97M-V/def2-TZVPD) for a 2-piece molecular cluster, C4H11N3O2 overall.

Results
- SMILES: [H]/N=C(/N)NC.CC(=O)O
- HOMO: -9.38 eV

Structure (ORCA input):
```
! RIJCOSX wB97M-V def2-TZVPD def2/J DEFGRID3
* xyz 0 1
C -1.985 1.055 -2.806
C -0.909 -0.058 -0.898
N -0.966 -0.462 0.333
N -2.018 0.548 -1.434
N 0.265 -0.135 -1.635
H -1.870 -0.628 0.756
H 0.309 -0.979 1.325
H -2.775 0.853 -0.855
H 0.693 0.776 -1.468
H 0.942 -0.863 -1.466
H -1.028 0.929 -3.320
H -2.299 2.090 -2.871
H -2.670 0.460 -3.442
C 2.052 0.078 2.814
C 2.072 -1.275 2.190
O 0.874 -1.700 1.763
O 2.998 -2.049 2.189
H 1.716 0.021 3.848
H 1.514 0.829 2.197
H 3.086 0.510 2.780
*
```

These are the Mulliken partial charges, in e, on atoms 1 to 6: -0.865 0.440 -0.635 -0.196 -0.530 0.093

Density functional theory data (wB97M-V/def2-TZVPD) for C4H11N3O2 as an isolated structure.

Results
- HOMO: -8.26 eV

Structure (ORCA input):
```
! RIJCOSX wB97M-V def2-TZVPD def2/J DEFGRID3
* xyz 0 1
C 0.855 0.942 -1.683
C 1.320 -1.672 0.983
C 0.886 -0.252 0.806
O 0.599 -0.271 -1.055
N 1.504 0.737 1.277
H 1.058 1.639 1.143
H -0.077 1.474 -1.956
H 1.438 0.801 -2.604
H 1.433 1.620 -1.034
H 2.348 -1.755 0.637
H 0.710 -2.362 0.403
H 1.268 -1.940 2.039
N -2.340 0.158 -0.771
C -1.389 -0.550 -0.174
O -1.251 1.103 1.351
N -0.842 -0.216 0.996
H -1.136 1.110 2.309
H -2.518 1.099 -0.454
H -2.675 -0.120 -1.677
H -1.191 -1.545 -0.534
*
```

These are the Mulliken partial charges, in e, on atoms 1 to 6: -0.719 -1.130 0.980 -0.566 -0.835 0.277

Density functional theory data (wB97M-V/def2-TZVPD) for a 2-piece molecular cluster, C4H11N3O2 overall.

Results
- SMILES: [H]/N=C(\N)NC.CC(=O)O
- HOMO: -9.25 eV

Structure (ORCA input):
```
! RIJCOSX wB97M-V def2-TZVPD def2/J DEFGRID3
* xyz 0 1
C -1.519 -1.581 -0.973
C -0.709 0.233 -2.317
N -0.881 1.056 -1.386
N -1.221 -1.095 -2.320
N -0.075 0.517 -3.517
H 0.420 -1.624 2.146
H -0.295 1.866 -1.258
H -2.085 -1.103 -2.850
H 0.030 -0.237 -4.177
H 0.584 1.270 -3.550
H -2.395 -1.163 -0.530
H -0.696 -1.271 -0.322
H -1.515 -2.671 -0.920
C 0.455 1.475 2.676
C 1.195 0.137 2.732
O 0.737 -0.760 1.846
O 2.151 -0.014 3.435
H 0.945 2.053 1.882
H 0.594 1.879 3.661
H -0.533 1.350 2.243
*
```

These are the Mulliken partial charges, in e, on atoms 1 to 6: -0.683 0.436 -0.565 -0.395 -0.425 0.323

Density functional theory data (wB97M-V/def2-TZVPD) for C4H11N3O2 in the gas phase.

Results
- SMILES: [H]/N=C(/N)N(C)CC(O)O
- HOMO: -9.43 eV

Structure (ORCA input):
```
! RIJCOSX wB97M-V def2-TZVPD def2/J DEFGRID3
* xyz 0 1
C 1.759 0.192 -0.674
C 0.606 -0.825 -0.684
C -1.292 -1.604 0.609
N -0.270 -0.578 0.455
C -0.845 0.756 0.486
N -1.668 1.134 -0.533
O 1.273 1.439 -1.123
O 2.346 0.281 0.577
N -0.666 1.448 1.526
H 1.565 2.123 -0.499
H 1.634 0.237 1.236
H 2.545 -0.139 -1.371
H -1.435 0.795 -1.452
H -1.928 2.107 -0.491
H -0.093 0.844 2.174
H 0.099 -0.774 -1.659
H 1.021 -1.829 -0.570
H -1.972 -1.665 -0.250
H -0.803 -2.569 0.743
H -1.876 -1.372 1.499
*
```

These are the Mulliken partial charges, in e, on atoms 1 to 6: 0.044 -0.727 -1.045 -0.135 0.379 -0.441

Density functional theory data (wB97M-V/def2-TZVPD) for a 2-piece molecular cluster, C4H11N3O2 overall.

Results
- SMILES: CN=C(N)N.CC(=O)O
- HOMO: -8.93 eV

Structure (ORCA input):
```
! RIJCOSX wB97M-V def2-TZVPD def2/J DEFGRID3
* xyz 0 1
C 1.622 -0.623 1.701
C 2.785 -1.569 1.839
O 2.900 -2.347 0.737
O 3.488 -1.714 2.800
H 1.491 -0.347 0.662
H 1.769 0.166 2.424
H 0.752 -1.205 1.997
C -0.521 1.217 -2.655
C -1.714 0.719 -0.547
N -0.718 0.802 -1.290
N -3.055 0.773 -0.941
N -1.587 0.349 0.836
H 3.759 -2.799 0.728
H -1.344 1.838 -3.050
H -0.491 0.287 -3.209
H -3.389 1.533 -1.529
H -3.719 0.610 -0.204
H -1.032 1.074 1.256
H -1.376 -0.573 1.169
H 0.381 1.810 -2.724
*
```

These are the Mulliken partial charges, in e, on atoms 1 to 6: -0.617 0.496 -0.439 -0.554 0.276 0.336

Density functional theory data (wB97M-V/def2-TZVPD) for a 2-piece molecular cluster, C4H11N3O2 overall.

Results
- SMILES: [H]/N=C(\N)NC.CC(=O)O
- HOMO: -9.10 eV

Structure (ORCA input):
```
! RIJCOSX wB97M-V def2-TZVPD def2/J DEFGRID3
* xyz 0 1
C 0.919 2.070 -0.409
C -1.233 0.900 -0.568
N -1.834 -0.247 -0.415
N 0.086 0.939 -0.148
N -1.682 1.985 -1.275
H -0.940 -1.294 0.457
H -2.844 -0.240 -0.460
H 0.410 0.216 0.500
H -1.283 2.256 -2.132
H -2.641 2.133 -1.222
H 1.472 2.432 0.526
H 0.365 2.980 -0.746
H 1.808 1.825 -1.056
C 1.501 -2.240 0.504
C 0.499 -2.311 1.555
O -0.564 -1.539 1.310
O 0.578 -3.087 2.438
H 2.400 -2.623 1.127
H 1.752 -1.147 0.256
H 1.231 -3.007 -0.242
*
```

These are the Mulliken partial charges, in e, on atoms 1 to 6: -1.061 0.578 -0.682 -0.046 -0.467 0.524

Density functional theory data (wB97M-V/def2-TZVPD) for a 2-piece molecular cluster, C4H11N3O2 overall.

Results
- SMILES: [H]/N=C(/N)NC.CC(=O)O
- HOMO: -9.28 eV

Structure (ORCA input):
```
! RIJCOSX wB97M-V def2-TZVPD def2/J DEFGRID3
* xyz 0 1
C -2.919 2.034 -0.648
C -1.784 1.713 -1.631
O -0.797 1.138 -0.953
O -1.860 2.025 -2.793
H -2.489 2.861 -0.055
H -3.169 1.208 0.069
H -3.888 2.224 -1.116
C 2.046 -1.298 2.344
C 1.255 -1.016 -0.027
N 1.729 0.073 -0.502
N 1.436 -1.769 1.077
N 0.270 -1.748 -0.862
H 2.559 0.363 0.020
H 0.153 1.314 -1.254
H 0.945 -2.672 0.970
H -0.601 -1.121 -0.870
H 0.722 -1.733 -1.805
H 1.207 -0.847 2.893
H 2.851 -0.618 2.138
H 2.334 -2.130 3.006
*
```

These are the Mulliken partial charges, in e, on atoms 1 to 6: -0.832 0.605 -0.421 -0.543 0.208 0.298

Density functional theory data (wB97M-V/def2-TZVPD) for a 2-piece molecular cluster, C4H11N3O2 overall.

Results
- HOMO (spin up / spin down): -14.33 / -14.33 eV

Structure (ORCA input):
```
! RIJCOSX wB97M-V def2-TZVPD def2/J DEFGRID3
* xyz 1 2
C 2.730 0.772 -1.372
C 1.287 0.500 -1.456
O 0.317 1.168 -1.641
O 1.165 -0.911 -1.466
H 3.089 1.786 -1.602
H 3.292 0.283 -2.184
H 3.271 0.270 -0.552
C 0.406 -0.379 2.385
C -1.493 -0.286 0.816
N -0.198 -0.361 1.108
N -2.410 -0.410 1.799
N -1.914 -0.019 -0.435
H 0.978 -1.154 -0.549
H 0.829 -1.410 2.294
H -0.127 -0.297 3.340
H -2.033 -0.492 2.729
H -3.330 0.009 1.740
H -2.715 -0.569 -0.728
H -1.216 0.052 -1.179
H 1.184 0.394 2.461
*
```

These are the Mulliken partial charges, in e, on atoms 1 to 6: -1.042 0.843 -0.597 -0.505 0.373 0.328

Density functional theory data (wB97M-V/def2-TZVPD) for C4H11N3S in the gas phase.

Results
- SMILES: [H]/N=C(\NNC)[C@@H](C)S
- HOMO: -9.01 eV

Structure (ORCA input):
```
! RIJCOSX wB97M-V def2-TZVPD def2/J DEFGRID3
* xyz 0 1
C -3.139 -0.675 0.722
C -0.118 0.779 -0.354
C 1.378 0.490 -0.072
C 1.781 0.977 1.328
H -2.916 -0.090 1.626
H -2.939 -1.726 0.903
H -4.153 -0.463 0.380
H -2.533 -0.472 -1.237
H -0.487 -1.230 -0.137
H -1.371 1.973 -1.091
H 1.963 1.063 -0.832
H 1.296 0.371 2.108
H 2.857 0.940 1.424
H 1.509 2.032 1.434
H 1.513 -1.681 0.744
N -2.232 -0.159 -0.333
N -0.896 -0.328 -0.060
N -0.378 1.916 -0.838
S 1.899 -1.259 -0.403
*
```

These are the Mulliken partial charges, in e, on atoms 1 to 6: -0.792 0.315 0.104 -1.315 0.247 0.279

Density functional theory data (wB97M-V/def2-TZVPD) for C4H11N3S as an isolated structure.

Results
- HOMO: -8.93 eV

Structure (ORCA input):
```
! RIJCOSX wB97M-V def2-TZVPD def2/J DEFGRID3
* xyz 0 1
C 0.650 0.643 1.237
C -0.041 -0.565 0.346
C 0.826 -0.867 -0.840
C -1.703 1.252 -0.216
H 1.492 1.427 0.512
H -0.423 1.661 1.574
H 1.144 0.115 2.237
H -0.289 -1.462 1.034
H 1.276 0.166 -1.291
H 0.277 -1.416 -1.592
H 2.244 -1.738 0.622
H 2.836 -0.220 -0.186
H -3.047 -1.596 -1.423
H -2.851 1.448 0.195
H 0.094 1.698 -1.056
N 2.211 -1.189 -0.466
N -1.299 -0.095 0.185
N -0.792 1.972 -0.909
S -2.604 -1.233 0.038
*
```

These are the Mulliken partial charges, in e, on atoms 1 to 6: -0.893 0.052 -0.667 0.030 0.228 0.282

Density functional theory data (wB97M-V/def2-TZVPD) for C4H11N3S as an isolated structure.

Results
- HOMO: -8.85 eV

Structure (ORCA input):
```
! RIJCOSX wB97M-V def2-TZVPD def2/J DEFGRID3
* xyz 0 1
C -0.096 0.958 -0.690
C 0.289 -1.064 0.495
C -0.840 -0.348 -0.238
C -2.053 0.078 0.517
N 2.919 -1.088 -0.610
N 2.203 1.137 0.944
N 1.215 0.764 -1.302
S 1.944 -0.116 -0.015
H -0.748 1.519 -1.349
H 0.192 1.424 0.288
H 0.460 -1.102 1.508
H 0.612 -2.052 0.062
H -1.025 -0.996 -1.115
H -2.999 0.046 -0.088
H -1.864 1.075 0.929
H -2.304 -0.509 1.487
H 3.750 -1.474 -0.107
H 3.023 1.032 1.533
H 1.102 0.107 -2.128
*
```

These are the Mulliken partial charges, in e, on atoms 1 to 6: -1.182 -0.901 0.664 -1.365 -0.670 -0.688

Density functional theory data (wB97M-V/def2-TZVPD) for a 2-piece molecular cluster, C4H11N4 overall.

Results
- HOMO: -12.59 eV

Structure (ORCA input):
```
! RIJCOSX wB97M-V def2-TZVPD def2/J DEFGRID3
* xyz 1 1
C -2.379 -2.429 -1.704
C 2.385 1.063 1.696
C -2.251 -1.414 -0.905
C 1.575 0.431 0.554
N -2.782 -3.351 -2.362
N -1.644 -0.078 -1.051
N 0.360 0.203 0.585
N 2.382 2.503 1.391
H 1.951 0.948 2.597
H 3.384 0.839 1.553
H -2.724 -1.486 0.142
H 2.215 0.321 -0.268
H -2.269 0.596 -0.459
H -1.557 0.370 -2.062
H -0.596 -0.086 -0.524
H -0.033 0.407 1.525
H 1.453 2.916 1.439
H 2.930 2.535 0.547
H -2.399 -4.289 -2.694
*
```

These are the Mulliken partial charges, in e, on atoms 1 to 6: 0.466 -0.970 -0.544 0.122 -0.354 -0.468

Density functional theory data (wB97M-V/def2-TZVPD) for a 2-piece molecular cluster, C4H11N4 overall.

Results
- HOMO (spin up / spin down): -10.51 / -13.30 eV

Structure (ORCA input):
```
! RIJCOSX wB97M-V def2-TZVPD def2/J DEFGRID3
* xyz 1 3
C 0.780 -0.132 0.651
C -1.055 2.824 0.206
C 0.857 0.325 -0.719
C -2.399 2.264 0.098
N -0.021 2.315 -0.270
N 0.403 1.517 -1.042
N 0.993 -1.372 1.034
N 1.403 -3.480 -0.406
H 0.378 0.629 1.323
H -1.037 3.833 0.541
H 1.239 -0.383 -1.466
H -2.506 1.262 -0.303
H -2.938 2.933 -0.700
H -2.941 2.369 1.071
H 1.191 -2.340 0.356
H 0.864 -1.556 1.963
H 1.616 -4.520 -0.343
H 2.353 -3.221 -0.717
H 0.823 -3.268 -1.278
*
```

These are the Mulliken partial charges, in e, on atoms 1 to 6: 0.087 0.063 -0.187 -0.941 0.161 -0.540

Energy relative to the best compared isomer or geometry (same formula, charge and spin) values (in kcal/mol) by entry order: 27.8 123.2 36.5 33.3 33.1 44.9 31.6 42.4 33.6 195.3 97.7 97.9 9.7.